Here is a molecular structure, C10H7BeNO4 from OMol25. Energies are from ωB97M-V/def2-TZVPD.

Geometry as XYZ:
```
23
Properties=species:S:1:pos:R:3:forces:R:3:mulliken_charge:R:1
Be -0.541 0.788 -1.847 0.91 0.14 1.28 0.8281
O -1.054 3.703 -1.846 0.97 -4.74 0.19 -0.1035
C -0.855 2.569 -1.847 -1.76 6.51 -0.95 0.1960
C 1.158 0.169 -1.848 5.75 -2.97 -0.76 0.2182
O 2.240 -0.225 -1.849 -4.40 1.81 0.18 -0.0846
C -1.926 -0.374 -1.846 -4.55 -3.91 0.77 0.2131
O -2.808 -1.115 -1.845 3.92 3.31 -0.19 -0.0862
C -0.542 0.788 -3.658 -0.22 -0.09 -6.97 0.5248
O -0.542 0.789 -4.806 0.07 0.02 4.48 -0.0853
N -0.078 1.181 -0.089 -1.51 0.24 0.55 -0.4343
C 0.189 0.115 0.831 1.08 -1.82 1.85 0.7194
C 1.444 0.016 1.463 -0.58 -0.19 -0.23 -0.1737
C 1.689 -0.994 2.399 -0.51 -0.02 -0.29 -0.7498
C 0.686 -1.913 2.719 -0.04 0.35 -0.30 -0.4454
C -0.564 -1.822 2.103 0.38 0.33 -0.15 -0.9119
C -0.814 -0.815 1.167 0.61 0.22 -0.16 -0.5123
H 0.684 1.883 -0.087 -0.75 -0.19 0.53 0.4759
H -0.984 1.562 0.235 0.86 0.63 0.27 0.4939
H 2.230 0.726 1.237 0.05 0.13 0.01 0.3675
H 2.655 -1.060 2.883 -0.03 0.06 -0.05 0.4171
H 0.874 -2.689 3.448 -0.01 0.03 -0.02 0.4257
H -1.345 -2.528 2.358 0.00 0.07 -0.04 0.4066
H -1.795 -0.752 0.724 -0.28 0.08 0.02 0.3008
```
Positions in Å, forces in eV/Å.

Output
ΔE to the lowest compared entry with this formula, charge and spin: 30.3 kcal per mole
HOMO: -16.127 eV
Total charge: +2
Lowest unoccupied orbital energy: -9.83 eV